Entry 1:
Density functional theory data (wB97M-V/def2-TZVPD) for C36H45GeN8O4STa as an isolated structure.

Structure (ORCA input):
```
! wB97M-V def2-TZVPD RIJCOSX def2/J DEFGRID3
* xyz 3 2
Ta -1.5468 -0.0555 0.4072
N -3.0940 -1.8021 0.7720
C -4.0686 -1.4789 1.8505
C -4.4160 -0.0059 1.7966
N -3.1657 0.8016 1.7902
C -2.6413 1.2215 3.1089
C -1.4740 2.1394 2.8085
N -0.5333 1.4469 1.8625
H -2.6461 -2.6983 0.9516
H -3.5757 -1.9252 -0.1163
H -4.9654 -2.0925 1.7701
H -3.6064 -1.7090 2.8086
H -4.9610 0.2372 0.8843
H -5.0409 0.2632 2.6494
H -3.3872 1.6651 1.2720
H -3.4020 1.7489 3.6869
H -2.3333 0.3395 3.6754
H -1.8300 3.0387 2.3107
H -0.9470 2.4397 3.7127
H 0.0226 2.1748 1.4098
H 0.1074 0.8924 2.4256
N -1.7710 -2.7700 -2.1374
C -0.3360 -3.0092 -2.1087
C 0.4198 -2.0717 -1.1903
O 1.6121 -2.0790 -1.0397
O -0.3537 -1.2218 -0.4858
H -2.2375 -3.5806 -2.5280
H -1.9837 -1.9953 -2.7584
H 0.1649 -2.9552 -3.0811
H -0.1434 -4.0151 -1.7283
C 1.3476 1.6528 -1.0494
Ge -0.5956 1.9921 -1.1641
C -1.1582 1.7825 -3.0013
C -2.0603 2.6543 -3.6124
C -2.4935 2.4213 -4.9140
C -2.0261 1.3210 -5.6150
C -1.1095 0.4549 -5.0251
C -0.6804 0.6867 -3.7291
C -0.9434 3.7192 -0.3048
C 0.1448 4.4584 0.1018
C -0.0002 5.6536 0.8429
C -1.2429 6.0877 1.1980
C -2.3982 5.3599 0.8175
C -3.6936 5.7823 1.2140
C -4.8044 5.0680 0.8686
C -4.6727 3.9053 0.0778
C -3.4338 3.4815 -0.3225
C -2.2548 4.1786 0.0453
H 1.8628 2.4233 -1.6247
H 1.5920 0.6829 -1.4804
H 1.7372 1.6840 -0.0288
H -2.4243 3.5265 -3.0823
H -3.1921 3.1034 -5.3798
H -2.3610 1.1450 -6.6284
H -0.7247 -0.3861 -5.5879
H 0.0509 0.0159 -3.2845
H 1.1483 4.1448 -0.1648
H 0.8779 6.2213 1.1202
H -1.3639 6.9979 1.7722
H -3.7865 6.6914 1.7953
H -5.7863 5.4044 1.1727
H -5.5545 3.3674 -0.2490
H -3.3577 2.6269 -0.9752
C 7.5279 -4.2829 -3.0441
C 6.9783 -3.8866 -1.7278
C 5.5834 -3.9206 -1.4686
C 5.0681 -3.5821 -0.2533
C 5.9528 -3.1809 0.7896
N 5.5559 -2.8462 2.0318
C 4.2836 -2.8436 2.6953
O 4.2543 -3.1556 3.8503
N 3.2153 -2.4176 1.9577
C 1.9067 -2.3487 2.4722
C 1.4233 -3.1611 3.4959
C 0.0928 -3.0316 3.8534
C -0.7194 -2.1397 3.1773
N -0.2634 -1.3572 2.1911
C 1.0372 -1.4442 1.8823
C 7.3629 -3.1502 0.5391
C 7.8505 -3.4890 -0.6807
H 6.7556 -4.4168 -3.7966
H 8.0751 -5.2269 -2.9373
H 8.2599 -3.5508 -3.3924
H 4.9169 -4.2417 -2.2581
H 4.0037 -3.6603 -0.0847
H 6.2907 -2.7634 2.7282
H 3.3707 -1.9813 1.0601
H 2.0636 -3.8692 3.9986
H -0.3216 -3.6360 4.6479
H -1.7621 -2.0481 3.4417
H 1.4026 -0.8060 1.0862
H 8.0315 -2.8501 1.3370
H 8.9170 -3.4625 -0.8639
O -4.9850 0.9754 -2.1335
S -3.7167 0.2940 -2.2294
N -2.9217 0.2290 -0.9481
*
```

Calculated values
- total energy (eV) = -127055.817
- gap between HOMO and LUMO (spin up / spin down) (eV) = 6.35 / 4.36
- expectation value of S² = 0.769
- HOMO (spin up / spin down) (eV) = -14.6 / -14.6

Löwdin atomic charge list, values in e, 5 entries:
1 Ta 1.66
2 N -0.05
3 C -0.18
4 C -0.16
5 N -0.17



Entry 2:
Density functional theory data (wB97M-V/def2-TZVPD) for AgBrNa as an isolated structure.

Structure (ORCA input):
```
! wB97M-V def2-TZVPD RIJCOSX def2/J DEFGRID3
* xyz 3 3
Na -0.7279 0.9469 -2.3115
Ag 0.0825 -0.3317 2.5144
Br 0.6454 -0.6152 -0.2029
*
```

Calculated values
- total energy (eV) = -78418.015
- gap between HOMO and LUMO (spin up / spin down) (eV) = 13.29 / 6.69
- expectation value of S² = 2.011
- HOMO (spin up / spin down) (eV) = -29.4 / -28.4

Charges per atom according to Löwdin partitioning, unit e:
1 Na 0.82
2 Ag 1.13
3 Br 1.05